1.
C31H46NO2V | the ωB97M-V functional and the def2-TZVPD basis

Output
HOMO level (alpha / beta) in eV: -1.5 / -2.9
Charge: -1
Multiplicity: 4

Geometry (Å):
O -0.314 2.557 -4.062
C 0.339 3.690 -4.717
C -0.861 4.634 -4.509
H 0.561 3.459 -5.778
H 1.258 3.963 -4.178
C -1.512 3.371 -3.808
H -1.274 4.872 -5.525
H -0.783 5.487 -3.800
C -2.733 2.823 -4.558
H -2.469 2.562 -5.585
H -3.560 3.547 -4.629
H -3.089 1.884 -4.035
C -1.782 3.415 -2.315
H -0.866 3.569 -1.746
H -2.175 2.428 -2.017
H -2.508 4.164 -1.955
V -0.172 0.348 0.935
C 0.449 2.210 1.821
C 1.640 1.415 1.963
C 2.157 1.119 0.658
H 2.131 1.178 2.914
C 1.255 1.656 -0.315
C 0.221 2.385 0.397
H -0.539 3.031 -0.047
H -0.134 2.665 2.639
H 3.132 0.667 0.431
H 1.366 1.681 -1.416
C -1.975 -0.293 2.606
C -1.986 1.071 2.233
C -2.230 1.154 0.816
H -2.026 1.903 2.938
C -2.435 -0.191 0.334
C -2.278 -1.071 1.459
H -2.479 -2.134 1.463
H -1.875 -0.639 3.638
H -2.377 2.079 0.265
H -2.843 -0.465 -0.655
O 0.034 -0.603 -4.238
C -0.642 -0.514 -5.544
C 0.085 -1.309 -6.657
H -0.840 0.538 -5.843
H -1.617 -1.087 -5.364
C 1.066 -2.182 -5.870
H 0.589 -0.691 -7.406
H -0.636 -1.960 -7.166
C 0.776 -1.840 -4.360
H 2.104 -2.033 -6.192
H 0.824 -3.237 -6.069
H 1.705 -1.781 -3.758
H 0.113 -2.681 -3.993
C 1.558 -3.745 6.232
C 1.088 -2.469 5.605
C 0.758 -1.350 6.371
C 0.376 -0.155 5.764
C -0.021 0.976 6.663
C 0.378 -0.075 4.373
C 0.685 -1.198 3.531
C 1.053 -2.383 4.219
N 0.634 -1.088 2.131
C 1.066 -2.164 1.211
C 2.535 -2.467 1.472
C 0.176 -3.395 1.374
C 0.906 -1.652 -0.245
H 2.547 -3.584 6.674
H 0.886 -4.052 7.037
H 1.636 -4.566 5.508
H 0.814 -1.453 7.451
H -0.866 0.683 7.300
H 0.795 1.272 7.335
H -0.320 1.856 6.096
H 0.066 0.892 3.972
H 1.293 -3.273 3.623
H 2.710 -2.759 2.508
H 2.850 -3.290 0.826
H 3.152 -1.588 1.257
H -0.817 -3.218 0.947
H 0.642 -4.238 0.857
H 0.022 -3.678 2.417
H -0.094 -1.160 -0.437
H 1.730 -0.978 -0.542
H 0.966 -2.517 -0.931

Cartesian forces, eV/Å:
O -0.3 1.2 -0.5
C 0.3 -0.4 0.5
C -0.4 -0.9 0.0
H 0.0 0.2 0.5
H -0.1 -0.1 -0.2
C -0.5 0.4 -0.7
H -0.1 0.2 1.3
H 0.2 -0.4 -0.9
C -0.1 -1.0 0.4
H 0.1 0.0 0.0
H 0.3 -0.1 0.3
H 0.3 1.0 -0.7
C -0.1 -0.2 0.4
H 0.1 0.1 -0.3
H 0.2 0.3 0.0
H 0.1 -0.1 -0.6
V 0.2 2.0 1.1
C 1.3 0.7 -0.7
C 0.4 1.2 -0.9
C -0.4 0.8 0.3
H -0.4 -0.2 -0.6
C -0.3 1.1 0.3
C 1.1 0.6 0.1
H 0.5 -0.5 0.4
H 0.6 -0.4 -0.7
H -0.7 -0.1 0.2
H -0.1 -0.2 0.8
C -1.8 -0.3 -0.3
C -0.9 -0.4 -0.7
C -1.2 -0.7 0.6
H 0.4 -0.3 -0.4
C -0.2 0.1 0.4
C -0.8 0.7 0.2
H 0.2 0.1 -0.1
H 0.1 0.0 -0.7
H 0.0 -0.4 0.1
H 0.6 0.2 0.6
O 1.0 -0.7 -2.8
C -1.7 -0.5 0.7
C 0.1 0.1 0.6
H 0.1 -0.6 0.7
H 0.8 1.1 -0.4
C 0.0 -0.1 0.4
H -0.1 0.1 0.2
H 0.1 0.4 -0.1
C -0.3 -0.9 0.2
H -0.2 0.2 0.3
H 0.3 0.2 0.3
H -0.7 0.0 -0.2
H 0.7 0.8 0.0
C 0.1 -0.1 0.3
C 0.0 0.5 -0.8
C 0.2 -0.8 0.3
C 0.4 -0.8 -0.5
C -0.1 0.3 0.1
C -0.3 0.4 0.5
C 0.4 -0.1 -2.1
C 0.0 -0.3 -0.1
N 0.3 -1.2 2.4
C -0.4 0.6 1.2
C 0.3 -0.3 -0.3
C -0.1 -0.5 -0.2
C 0.3 -0.6 -0.5
H 0.0 -0.2 0.0
H 0.0 -0.1 0.0
H -0.1 0.2 0.1
H -0.1 0.2 0.0
H 0.1 0.0 -0.1
H -0.1 -0.1 -0.1
H 0.0 0.1 -0.1
H 0.1 -0.6 -0.2
H -0.1 0.5 0.7
H 0.1 0.1 -0.2
H 0.2 -0.1 -0.1
H -0.2 -0.1 0.0
H 0.3 0.0 0.0
H -0.1 -0.2 -0.1
H 0.0 0.1 -0.2
H 0.9 -0.8 -0.2
H -0.6 -0.3 0.2
H -0.1 0.1 0.2

***

2.
C3HF3O | the ωB97M-V functional and the def2-TZVPD basis

Output
HOMO level in eV: -10.8
Energy above the lowest of the compared OMol25 structures with the same formula, charge and spin in kcal/mol: 55.3

Geometry (Å):
O -1.242 -1.444 -0.611
C -1.615 -0.736 0.239
F -1.572 -1.092 1.539
F -2.161 0.435 0.088
C 1.443 0.686 0.315
C 1.702 0.753 -0.852
F 2.051 1.213 -1.964
H 1.393 0.183 1.247

Cartesian forces, eV/Å:
O 0.1 0.1 -0.3
C 0.1 -1.2 0.7
F -0.2 1.0 -0.9
F 0.0 0.2 0.5
C 0.0 -1.0 0.3
C 0.0 0.7 1.0
F 0.2 0.1 -1.6
H -0.2 0.2 0.3

***

3.
C36H29IN8PPt | the ωB97M-V functional and the def2-TZVPD basis

Output
HOMO level in eV: -15.6
Charge: +3
Energy above the lowest of the compared OMol25 structures with the same formula, charge and spin in kcal/mol: 15.2

Geometry (Å):
Pt 0.149 0.247 -0.325
C 2.473 -3.178 -2.115
C 2.149 -1.879 -1.738
N 0.886 -1.534 -1.523
C -0.092 -2.444 -1.692
C 0.261 -3.737 -2.091
N 1.518 -4.081 -2.275
C -1.462 -1.967 -1.478
C -2.605 -2.731 -1.595
C -3.862 -2.145 -1.381
C -3.900 -0.764 -1.151
C -2.722 -0.051 -1.057
N -1.532 -0.664 -1.161
C -2.611 1.393 -0.860
C -3.664 2.312 -0.950
N -3.459 3.605 -0.818
C -2.234 4.059 -0.604
C -1.169 3.171 -0.516
N -1.369 1.865 -0.645
C -5.086 -2.961 -1.410
C -5.035 -4.316 -1.082
C -6.208 -5.063 -1.130
N -7.354 -4.508 -1.474
C -7.440 -3.227 -1.774
C -6.317 -2.405 -1.755
H 3.497 -3.487 -2.279
H 2.919 -1.127 -1.626
H -0.490 -4.499 -2.267
H -2.534 -3.769 -1.881
H -4.847 -0.260 -1.016
H -4.683 1.996 -1.141
H -2.103 5.128 -0.501
H -0.158 3.514 -0.343
H -4.120 -4.798 -0.762
H -6.216 -6.117 -0.881
H -8.417 -2.837 -2.034
H -6.422 -1.366 -2.041
N 2.919 2.127 0.911
P 1.810 0.812 1.138
C 1.125 1.083 2.782
C -0.256 1.217 2.940
C -0.794 1.344 4.210
C 0.045 1.332 5.316
C 1.420 1.197 5.162
C 1.965 1.066 3.897
C 2.869 -0.636 1.307
C 2.170 -1.836 1.497
C 2.860 -3.028 1.616
C 4.251 -3.025 1.555
C 4.944 -1.835 1.382
C 4.258 -0.635 1.248
C 2.748 3.180 0.027
C 2.510 4.476 0.476
C 2.366 5.516 -0.419
C 2.484 5.265 -1.788
C 2.757 3.993 -2.196
N 2.876 2.962 -1.314
H 3.243 2.452 1.816
H -0.897 1.220 2.064
H -1.861 1.452 4.345
H -0.376 1.418 6.309
H 2.065 1.179 6.030
H 3.034 0.926 3.775
H 1.086 -1.818 1.590
H 2.325 -3.956 1.768
H 4.795 -3.954 1.659
H 6.025 -1.840 1.356
H 4.807 0.288 1.103
H 2.419 4.645 1.540
H 2.148 6.515 -0.064
H 2.391 6.059 -2.515
H 2.912 3.736 -3.235
I 5.499 1.634 -2.021
C 3.326 1.688 -1.849
H 2.922 1.538 -2.844
H 3.066 0.869 -1.203

Cartesian forces, eV/Å:
Pt -1.6 -0.2 -2.6
C -0.4 0.2 -0.1
C 0.3 -0.1 -0.2
N 0.1 0.6 1.6
C 0.4 -0.4 -0.2
C -0.3 0.5 0.1
N 0.4 -0.5 -0.1
C -0.2 0.0 0.1
C 0.0 0.2 -0.1
C 0.1 -0.1 0.0
C 0.1 0.1 0.0
C -0.1 -0.3 0.0
N 0.5 0.2 0.1
C -0.2 0.7 0.0
C 0.3 -0.5 -0.1
N -0.3 0.6 0.1
C 0.0 -0.4 -0.1
C 0.1 0.4 0.0
N 1.0 -0.7 1.2
C -0.1 -0.1 0.0
C 0.0 -0.2 0.0
C 0.5 0.6 0.0
N -1.0 -0.7 0.0
C 0.7 0.3 0.1
C -0.2 0.1 -0.1
H 0.0 0.0 0.0
H -0.1 -0.1 0.2
H 0.0 0.0 0.0
H 0.0 0.0 0.0
H 0.0 0.0 0.0
H 0.0 -0.1 0.0
H 0.0 0.0 0.0
H 0.0 -0.1 0.1
H 0.0 0.0 0.0
H 0.0 0.0 0.0
H 0.0 0.0 0.0
H 0.0 0.0 0.0
N -0.3 -0.2 -0.2
P 0.3 -0.2 0.3
C -0.2 -0.1 -0.4
C 0.1 0.1 -0.1
C 0.0 0.0 0.0
C 0.0 0.0 0.0
C 0.1 0.0 0.0
C 0.1 0.0 -0.1
C -0.3 0.0 -0.2
C 0.1 0.1 0.2
C 0.0 0.0 0.0
C 0.0 0.0 0.0
C 0.1 -0.1 0.0
C 0.0 0.1 -0.1
C 0.0 0.1 -0.3
C -0.1 0.0 0.0
C 0.0 -0.1 -0.1
C 0.0 0.1 0.1
C -0.1 -0.1 -0.1
N -0.1 0.4 0.4
H 0.0 0.1 0.0
H -0.1 0.0 0.1
H 0.0 0.0 0.0
H 0.0 0.0 0.0
H 0.0 0.0 0.0
H 0.0 0.0 0.1
H 0.0 -0.1 0.0
H 0.0 0.0 0.0
H 0.0 0.0 0.0
H 0.0 0.0 0.0
H 0.0 0.0 0.0
H 0.0 0.0 0.0
H 0.1 0.0 0.0
H 0.0 0.0 0.0
H 0.0 0.0 0.0
I -0.7 0.0 0.1
C 1.0 -0.3 -0.2
H -0.1 0.1 0.0
H -0.1 0.0 0.1

***

4.
C5H7N3 | the ωB97M-V functional and the def2-TZVPD basis

Output
HOMO level (alpha / beta) in eV: -9.9 / -9.9
Energy above the lowest of the compared OMol25 structures with the same formula, charge and spin in kcal/mol: 121.2

Geometry (Å):
C -1.161 -1.746 0.032
C -1.796 0.352 1.522
C 1.544 0.706 0.420
C 0.190 0.219 -1.576
C -0.059 -1.000 0.541
N -1.981 -2.400 -0.436
N -2.568 1.127 1.876
N 0.735 -0.236 -0.306
H 2.514 0.540 0.120
H 1.105 1.726 0.450
H 1.456 0.484 1.563
H -0.158 -0.592 -2.206
H -0.820 0.856 -1.540
H 0.958 0.970 -2.064
H 0.042 -1.006 1.602

Cartesian forces, eV/Å:
C 0.1 -0.6 -0.6
C 1.6 -0.9 -0.9
C -2.0 0.4 3.7
C -0.9 2.8 -1.4
C -0.6 2.9 -2.0
N 0.1 0.0 0.0
N -0.7 0.6 0.3
N -3.4 -1.6 2.6
H 2.4 0.6 -0.6
H 0.5 -0.4 -0.9
H 0.5 0.0 -2.0
H 0.8 -0.3 -0.2
H 2.0 -1.1 1.0
H -1.4 -2.0 0.8
H 1.0 -0.4 0.4